Computed, not measured: a structure of composition C38H77Br9N7O7 in a non-equilibrium geometry, with wB97M-V/def2-TZVPD.

ORCA input file:
```
! wB97M-V def2-TZVPD RIJCOSX def2/J DEFGRID3
* xyz 0 4
C -10.122 -0.554 5.291
Br -11.254 -2.015 5.935
Br -10.901 0.356 3.760
Br -8.324 -1.058 4.833
H -9.954 0.107 6.141
C 0.707 0.008 8.193
Br 2.581 -0.331 8.783
Br -0.271 1.120 9.545
Br -0.164 -1.780 8.056
H 0.651 0.461 7.203
C 3.900 -3.722 -0.748
Br 2.968 -5.522 -0.453
Br 3.012 -2.698 -2.182
Br 5.878 -4.053 -1.128
H 3.848 -3.207 0.211
C 1.991 2.501 0.380
C 0.828 2.753 1.342
C -0.004 3.901 0.705
C -1.483 4.075 1.200
C -2.168 2.758 0.742
C -1.555 1.558 1.564
N 0.002 1.560 1.556
O 0.684 0.407 2.083
C -2.159 1.839 3.004
C -2.107 0.266 0.909
C 1.494 3.271 2.593
H 1.553 2.253 -0.587
H 2.446 1.526 0.551
H 2.729 3.298 0.286
H 0.433 4.895 0.801
H -0.314 3.666 -0.313
H -1.851 4.913 0.609
H -1.679 4.485 2.191
H -2.206 2.560 -0.330
H -3.204 2.942 1.025
H -3.235 2.008 2.964
H -1.850 1.008 3.638
H -1.622 2.646 3.502
H -1.718 -0.680 1.286
H -3.188 0.403 0.895
H -1.890 0.376 -0.153
H 0.837 3.416 3.450
H 2.017 4.208 2.399
H 2.269 2.554 2.865
C -7.809 -1.100 -4.624
C -8.663 -0.405 -5.671
C -10.059 -1.030 -5.520
C -10.882 -0.591 -4.289
C -10.988 0.931 -4.358
C -9.624 1.620 -4.368
N -8.798 1.098 -5.570
O -7.482 1.771 -5.649
C -9.985 3.050 -4.495
C -9.023 1.505 -2.920
C -8.116 -0.806 -7.057
H -7.579 -2.152 -4.791
H -8.299 -1.079 -3.651
H -6.862 -0.568 -4.522
H -10.749 -0.865 -6.348
H -9.973 -2.091 -5.285
H -10.507 -1.041 -3.370
H -11.882 -1.024 -4.315
H -11.630 1.339 -3.577
H -11.598 1.100 -5.246
H -10.541 3.469 -3.657
H -9.200 3.804 -4.562
H -10.587 3.239 -5.384
H -9.398 2.178 -2.149
H -9.126 0.515 -2.477
H -7.961 1.747 -2.904
H -7.233 -0.379 -7.532
H -8.838 -0.521 -7.822
H -8.051 -1.891 -7.144
C 12.672 1.001 1.571
C 11.497 0.321 2.258
C 12.091 -0.675 3.284
C 11.162 -1.347 4.253
C 10.045 -0.405 4.733
C 9.407 0.539 3.656
N 10.501 1.219 2.873
O 10.211 2.549 2.280
C 8.360 -0.262 2.945
C 8.628 1.511 4.677
C 10.798 -0.448 1.045
H 13.357 0.395 0.978
H 13.280 1.430 2.367
H 12.244 1.756 0.912
H 12.519 -1.442 2.639
H 12.852 -0.179 3.888
H 11.795 -1.582 5.109
H 10.776 -2.343 4.034
H 10.464 0.189 5.545
H 9.394 -1.157 5.180
H 8.601 -1.324 2.896
H 7.388 -0.143 3.422
H 8.084 0.097 1.954
H 9.422 2.042 5.202
H 7.976 2.180 4.116
H 7.816 1.035 5.226
H 11.418 -0.849 0.243
H 10.134 0.182 0.453
H 10.294 -1.379 1.305
O 1.698 4.143 -6.238
C 0.969 3.223 -6.018
N 1.525 2.085 -5.673
C -0.516 3.278 -6.150
H 2.495 1.973 -5.415
H 0.996 1.262 -5.923
H -0.704 2.748 -7.084
H -1.006 4.250 -6.196
H -0.972 2.802 -5.282
O -7.577 -4.843 0.254
C -6.647 -5.684 0.274
N -6.607 -6.466 1.350
C -5.669 -5.941 -0.878
H -7.188 -6.069 2.074
H -5.785 -7.006 1.580
H -4.832 -5.248 -0.959
H -6.207 -5.863 -1.823
H -5.278 -6.924 -0.614
O 6.549 2.162 -3.909
C 7.274 3.088 -4.161
N 6.891 4.116 -4.857
C 8.740 3.002 -3.702
H 5.897 4.188 -5.022
H 7.397 4.984 -4.754
H 9.164 2.012 -3.870
H 8.640 3.171 -2.629
H 9.424 3.751 -4.100
O -2.304 -8.015 3.103
C -1.315 -7.649 3.696
N -0.549 -8.450 4.389
C -0.929 -6.200 3.785
H -0.842 -9.407 4.524
H 0.393 -8.156 4.603
H -1.709 -5.660 4.323
H -0.840 -5.852 2.756
H 0.077 -6.019 4.162
*
```

- calculated total energy (eV) = -695788.9958
- gap between HOMO and LUMO (spin up / spin down) (eV) = 8.100 / 8.790
- E_LUMO (spin up / spin down) (eV) = -0.66 / -0.66
- HOMO level (spin up / spin down) (eV) = -8.76 / -9.45
- molar mass (g/mol) = 1463.212